# 1
{
  "formula": "C4H4N2O2",
  "method": "ωB97M-V/def2-TZVPD",
  "symbols": ["N", "C", "N", "C", "O", "C", "C", "O", "H", "H", "H", "H"],
  "xyz": [[-0.939, -1.391, 0.781], [-0.283, -0.629, -0.116], [0.363, -1.146, -1.181], [1.065, -0.206, -1.768], [1.036, 0.922, -1.110], [0.216, 0.743, -0.062], [-0.096, 1.652, 0.966], [0.427, 2.715, 1.285], [-1.503, -1.119, 1.568], [-1.100, -2.440, 0.667], [1.593, -0.256, -2.631], [-0.779, 1.154, 1.602]],
  "forces_ev_per_a": [[-1.23, -3.08, 0.36], [2.51, 3.00, 0.14], [0.00, -1.43, -1.75], [-2.34, -1.00, 3.51], [0.47, 1.35, -0.52], [-2.10, -2.42, 0.56], [2.07, 1.43, 0.36], [-0.65, -0.64, -0.67], [0.35, 1.04, -0.27], [0.84, 2.30, -0.63], [1.53, -0.25, -2.32], [-1.44, -0.29, 1.24]],
  "lumo_ev": 0.165,
  "homo_energy_ev": -8.7,
  "relative_energy_kcal_mol": 45.8,
  "total_charge": 0,
  "max_force_ev_per_a": 4.3,
  "smiles": "Nc1ncoc1C=O",
  "total_energy_ev": -11286.5553,
  "orbital_gap_ev": 8.82
}

---

# 2
{
  "formula": "C4H4N2O2",
  "method": "ωB97M-V/def2-TZVPD",
  "symbols": ["C", "C", "C", "N", "N", "O", "C", "O", "H", "H", "H", "H"],
  "xyz": [[2.522, 0.064, 0.104], [1.595, -0.976, -0.094], [0.233, -0.566, -0.151], [-0.725, -1.482, -0.012], [-1.865, -0.985, 0.099], [-1.619, 0.626, 0.170], [-0.422, 0.643, -0.258], [0.082, 1.929, -0.037], [3.623, 0.186, 0.387], [2.036, 1.113, 0.393], [1.841, -2.147, 0.035], [-0.645, 2.690, -0.100]],
  "forces_ev_per_a": [[-1.64, 0.83, 1.67], [4.48, 0.65, 1.24], [0.63, -0.18, -1.24], [-3.34, 0.73, 0.08], [0.64, -0.47, 0.81], [-2.05, -3.22, -1.90], [1.45, 4.35, 3.80], [-0.90, 0.97, -1.58], [-1.58, -1.38, -0.88], [0.97, -2.32, -1.30], [-0.59, 3.00, -0.80], [1.92, -2.97, 0.09]],
  "lumo_ev": 0.088,
  "homo_energy_ev": -8.6,
  "relative_energy_kcal_mol": 124.4,
  "total_charge": 0,
  "max_force_ev_per_a": 6.0,
  "smiles": "C=Cc1nnoc1O",
  "total_energy_ev": -11283.1431,
  "orbital_gap_ev": 8.66
}

---

# 3
{
  "formula": "C4H4N2O2",
  "method": "ωB97M-V/def2-TZVPD",
  "symbols": ["H", "N", "C", "O", "C", "C", "N", "C", "O", "H", "H", "H"],
  "xyz": [[3.056, 0.423, 0.420], [2.119, 0.473, 0.259], [1.571, -0.666, 0.151], [0.227, -1.020, -0.153], [-0.891, -0.177, -0.351], [-2.046, -0.883, 0.078], [-2.907, -1.424, 0.584], [-0.741, 1.288, 0.055], [-1.729, 1.982, 0.135], [1.928, -1.613, 0.175], [-0.965, 0.139, -1.472], [0.378, 1.479, 0.120]],
  "forces_ev_per_a": [[3.23, -0.35, 0.62], [-4.38, -1.06, -0.77], [-2.41, 2.60, -0.84], [1.49, 0.78, 0.52], [1.36, 1.68, -2.60], [0.07, 0.41, 0.23], [-1.20, -0.77, 0.39], [-0.46, -0.19, 0.64], [1.49, -0.18, 0.10], [2.12, -2.65, 0.42], [0.01, -1.26, 1.18], [-1.31, 0.98, 0.10]],
  "lumo_ev": 0.429,
  "homo_energy_ev": -10.1,
  "relative_energy_kcal_mol": 80.6,
  "total_charge": 0,
  "max_force_ev_per_a": 4.6,
  "smiles": "[H]/N=C/O[C@@H](C#N)C=O",
  "total_energy_ev": -11285.0453,
  "orbital_gap_ev": 10.56
}

---

# 4
{
  "formula": "C4H4N2O2",
  "method": "ωB97M-V/def2-TZVPD",
  "symbols": ["C", "C", "C", "C", "H", "H", "H", "H", "N", "N", "O", "O"],
  "xyz": [[-1.759, -0.141, 0.028], [-0.103, 0.828, -0.243], [1.444, 0.885, -0.116], [-0.366, -0.389, 0.476], [-0.328, 0.543, -1.395], [2.234, 1.581, -0.381], [0.806, -2.073, 0.469], [-0.250, -0.138, 1.576], [1.868, -0.379, -0.170], [0.760, -1.274, -0.070], [-2.758, -0.766, -0.376], [-1.549, 1.322, 0.202]],
  "forces_ev_per_a": [[-4.93, -1.31, 0.01], [-0.13, 0.99, -3.11], [0.26, -2.41, -0.86], [1.86, -2.25, 0.46], [0.92, 1.16, 2.12], [-0.61, 0.44, 0.24], [1.47, -1.94, 1.15], [-0.23, -0.64, -0.99], [-1.89, 1.29, 1.26], [-2.50, 3.86, -0.64], [4.32, 3.05, 1.65], [1.45, -2.24, -1.28]],
  "lumo_ev": 0.323,
  "homo_energy_ev": -10.1,
  "relative_energy_kcal_mol": 134.8,
  "total_charge": 0,
  "max_force_ev_per_a": 5.5,
  "total_energy_ev": -11282.6959,
  "orbital_gap_ev": 10.39
}

---

# 5
{
  "formula": "C4H4N2O2",
  "method": "ωB97M-V/def2-TZVPD",
  "symbols": ["O", "C", "C", "N", "C", "C", "O", "N", "H", "H", "H", "H"],
  "xyz": [[-2.685, -1.778, -0.512], [-1.669, -1.235, -0.333], [-0.245, -1.769, -0.326], [0.559, -0.869, 0.134], [-0.252, 0.267, 0.222], [0.620, 1.563, 0.442], [1.870, 1.488, -0.301], [-1.517, 0.191, -0.009], [0.227, -2.723, -0.638], [0.905, 1.915, 1.490], [-0.018, 2.326, 0.063], [2.204, 0.623, -0.233]],
  "forces_ev_per_a": [[-1.56, -1.26, -0.40], [1.29, 2.09, 0.31], [2.48, -0.43, 0.36], [-0.70, -2.36, -1.17], [0.38, 3.07, 1.01], [0.46, -0.62, 0.56], [-2.23, 2.01, 0.10], [1.20, -0.61, 0.20], [-1.09, 0.35, 0.32], [-0.84, -1.23, -0.92], [-0.03, 0.94, -0.67], [0.63, -1.96, 0.30]],
  "lumo_ev": -1.832,
  "homo_energy_ev": -10.8,
  "relative_energy_kcal_mol": 59.7,
  "total_charge": 0,
  "max_force_ev_per_a": 3.3,
  "smiles": "O=C1C=NC(CO)=N1",
  "total_energy_ev": -11285.9493,
  "orbital_gap_ev": 8.93
}

---

# 6
{
  "formula": "C4H4N2O2",
  "method": "ωB97M-V/def2-TZVPD",
  "symbols": ["C", "N", "N", "C", "C", "O", "C", "O", "H", "H", "H", "H"],
  "xyz": [[0.362, 0.956, -2.066], [0.131, 1.271, -0.867], [0.064, 0.337, 0.171], [-0.243, 0.563, 1.525], [-0.612, -0.761, 1.895], [-0.467, -1.642, 0.977], [0.042, -1.176, -0.130], [0.793, -1.845, -0.863], [0.536, 0.032, -2.533], [0.786, 1.868, -2.701], [-0.090, 1.579, 1.977], [-1.301, -1.182, 2.615]],
  "forces_ev_per_a": [[1.88, 3.11, -1.10], [0.67, 0.32, 2.23], [0.23, -2.49, -3.48], [-0.98, -2.88, -0.74], [-1.06, 5.24, 3.37], [-0.36, -3.39, -2.12], [4.44, 1.92, -0.63], [-2.96, 2.15, 0.79], [-0.13, -1.55, -0.03], [-1.72, -1.74, 1.16], [-0.68, -1.51, -0.40], [0.66, 0.81, 0.97]],
  "lumo_ev": 0.398,
  "homo_energy_ev": -8.4,
  "relative_energy_kcal_mol": 103.8,
  "total_charge": 0,
  "max_force_ev_per_a": 6.3,
  "smiles": "C=Nn1ccoc1=O",
  "total_energy_ev": -11284.0395,
  "orbital_gap_ev": 8.79
}

---

# 7
{
  "formula": "C4H4N2O2",
  "method": "ωB97M-V/def2-TZVPD",
  "symbols": ["C", "C", "C", "C", "H", "H", "H", "H", "N", "N", "O", "O"],
  "xyz": [[-0.780, -0.147, -0.161], [0.496, -0.471, -0.247], [1.725, 0.296, -0.105], [-1.308, 1.065, 0.207], [-2.823, -1.073, -0.169], [-1.196, -2.080, -0.225], [0.544, -1.666, -0.035], [2.652, 1.912, 0.473], [-1.762, -1.146, 0.017], [-1.949, 2.027, 0.254], [1.567, 1.618, -0.453], [2.834, -0.334, 0.444]],
  "forces_ev_per_a": [[-1.88, -1.91, 1.18], [1.65, -4.22, 0.54], [3.56, -2.14, 2.27], [-1.80, 4.02, -0.87], [2.88, 0.14, 0.16], [-2.82, 2.28, 0.66], [0.81, 2.91, -1.05], [-3.59, -0.90, -3.63], [1.34, -2.73, -1.32], [0.68, -0.64, 0.50], [5.24, -1.55, 4.79], [-6.08, 4.73, -3.22]],
  "lumo_ev": -0.964,
  "homo_energy_ev": -9.6,
  "relative_energy_kcal_mol": 132.9,
  "total_charge": 0,
  "max_force_ev_per_a": 8.3,
  "total_energy_ev": -11282.7770,
  "orbital_gap_ev": 8.66
}

---

# 8
{
  "formula": "C4H4N2O3P",
  "method": "ωB97M-V/def2-TZVPD",
  "symbols": ["C", "C", "C", "C", "N", "N", "O", "O", "O", "P", "H", "H", "H", "H"],
  "xyz": [[0.977, 0.331, -0.025], [0.279, -0.123, -1.052], [-1.161, -0.389, -0.804], [0.840, -0.068, -2.533], [-1.467, 0.217, 0.484], [-0.329, 0.506, 1.257], [0.311, 0.756, -3.244], [-2.066, -0.704, -1.550], [1.642, -0.963, -2.783], [-0.184, -0.100, 2.777], [1.892, 0.833, 0.148], [-2.357, 0.170, 0.971], [0.818, 0.743, 3.528], [0.805, -1.208, 2.828]],
  "forces_ev_per_a": [[-5.01, -0.26, 1.73], [1.03, 0.59, -0.30], [-1.93, 2.15, 1.44], [-0.43, -1.80, 0.64], [1.29, -1.25, -0.99], [3.41, 0.86, -3.16], [-0.71, 1.73, -0.51], [0.96, -0.49, 0.29], [1.17, -0.66, -0.01], [1.00, -0.93, 2.52], [0.56, 0.12, 0.39], [0.35, -0.28, -0.35], [-1.02, -0.39, -1.27], [-0.66, 0.61, -0.42]],
  "lumo_ev": 3.515,
  "homo_energy_ev": -4.8,
  "relative_energy_kcal_mol": 65.1,
  "total_charge": -1,
  "max_force_ev_per_a": 5.3,
  "total_energy_ev": -22622.5801,
  "orbital_gap_ev": 8.30
}

---

# 9
{
  "formula": "C4H4N2O4",
  "method": "ωB97M-V/def2-TZVPD",
  "symbols": ["O", "N", "O", "C", "C", "C", "C", "N", "O", "O", "H", "H", "H", "H"],
  "xyz": [[0.578, 1.441, -0.042], [1.732, 1.163, 0.205], [2.610, 1.972, 0.473], [2.150, -0.138, 0.110], [1.326, -1.128, -0.138], [-0.367, -0.657, -0.058], [-1.565, -0.431, -0.663], [-2.613, 0.183, 0.092], [-2.549, 0.168, 1.300], [-3.429, 0.781, -0.568], [3.243, -0.117, 0.399], [1.313, -2.229, -0.322], [-0.548, -0.502, 0.978], [-1.880, -0.506, -1.767]],
  "forces_ev_per_a": [[-0.09, 0.78, 0.20], [-0.52, 3.12, -0.21], [-0.32, 0.04, 0.14], [3.28, -2.92, 0.77], [-5.64, -0.11, -1.03], [0.70, -0.56, -0.29], [2.40, -1.64, -3.20], [0.50, 0.38, 0.46], [-0.42, -0.05, 0.64], [-0.76, 0.09, -0.18], [-1.39, -0.83, -0.79], [1.07, 1.27, 0.48], [0.33, 0.24, 1.04], [0.86, 0.19, 1.97]],
  "lumo_ev": -1.368,
  "homo_energy_ev": -10.4,
  "relative_energy_kcal_mol": 132.9,
  "total_charge": 0,
  "max_force_ev_per_a": 5.7,
  "smiles": "O=[N+]([O-])/C=C\\C=C\\[N+](=O)[O-]",
  "total_energy_ev": -15373.6124,
  "orbital_gap_ev": 8.99
}

---

# 10
{
  "formula": "C4H4N2S",
  "method": "ωB97M-V/def2-TZVPD",
  "symbols": ["C", "C", "C", "C", "N", "N", "S", "H", "H", "H", "H"],
  "xyz": [[0.649, -1.290, 0.221], [1.422, -0.273, 0.613], [-0.084, 0.410, -0.844], [-2.770, 1.219, 0.356], [-0.293, -0.832, -0.655], [0.991, 0.845, -0.038], [-3.389, -0.206, 0.182], [0.657, -2.384, 0.491], [2.256, -0.376, 1.381], [-0.660, 1.111, -1.534], [1.222, 1.775, -0.174]],
  "forces_ev_per_a": [[-1.02, -2.08, -0.09], [2.81, 0.15, 2.31], [0.72, 2.06, 0.10], [-1.07, -2.11, -0.21], [-1.03, -1.58, -0.94], [-2.66, -1.66, -1.82], [0.86, 2.17, 0.30], [0.19, 1.63, -0.14], [-1.24, 0.78, -1.39], [1.01, -1.09, 1.23], [1.44, 1.73, 0.67]],
  "lumo_ev": 0.078,
  "homo_energy_ev": -9.0,
  "relative_energy_kcal_mol": 67.2,
  "total_charge": 0,
  "max_force_ev_per_a": 3.6,
  "total_energy_ev": -18025.3251,
  "orbital_gap_ev": 9.06
}